Record 1
Density functional theory data (the ωB97M-V functional and the def2-TZVPD basis) for 3 unconnected molecules or ions with the total composition C21H37N2O4P.

Last column: Mulliken charge in e.
Atoms and positions in Å:
C (-1.5303, -0.5560, 2.3532)  -0.55
P (-0.6903, -2.1677, 2.8206)  -0.19
O (0.4684, -2.3953, 1.5933)  -0.26
N (-1.8636, -3.4838, 2.8206)  0.20
C (-1.2633, -4.7820, 2.7880)  0.49
O (-0.8584, -5.2547, 3.8020)  -0.48
O (-1.1818, -5.5463, 1.6145)  -0.15
N (0.1603, -5.5156, 1.1226)  -0.54
C (0.0541, -5.1778, -0.0734)  0.90
O (-0.1195, -4.9568, -1.2047)  -0.38
C (-2.9699, -3.3397, 1.8942)  -0.22
C (-4.2393, -3.7133, 2.3695)  -0.25
C (-5.3805, -3.6259, 1.5882)  -0.54
C (-5.3134, -3.1553, 0.2698)  -0.42
C (-4.0516, -2.8161, -0.2183)  -1.08
C (-2.9026, -2.9066, 0.5687)  0.57
H (-0.9894, 0.2939, 2.7920)  0.40
H (-1.5596, -0.5137, 1.2524)  -0.08
H (-2.5437, -0.6141, 2.7908)  0.45
H (0.0353, -2.5597, 0.7415)  0.21
H (-4.3046, -4.0866, 3.3969)  0.41
H (-6.3325, -3.9225, 2.0355)  0.36
H (-6.2208, -3.0582, -0.3305)  0.40
H (-4.0007, -2.4456, -1.2477)  0.39
H (-1.9483, -2.6017, 0.1294)  0.37
C (6.3085, -0.4268, -1.4765)  -1.22
C (5.0975, -1.1714, -0.9239)  -0.40
C (3.7870, -0.7868, -1.6094)  -0.72
C (3.3772, 0.6789, -1.4537)  -0.55
C (3.2301, 1.1604, -0.0109)  -0.59
C (2.1397, 0.4247, 0.7600)  -0.94
H (6.2249, 0.6505, -1.3232)  0.28
H (7.2193, -0.7600, -0.9758)  0.39
H (6.4253, -0.6140, -2.5463)  0.29
H (5.0266, -1.0080, 0.1550)  0.24
H (5.2570, -2.2447, -1.0603)  0.39
H (2.9891, -1.4316, -1.2273)  0.21
H (3.8664, -1.0128, -2.6781)  0.41
H (2.4264, 0.8299, -1.9773)  0.27
H (4.1042, 1.3170, -1.9648)  0.37
H (2.9884, 2.2279, -0.0262)  0.33
H (4.1809, 1.0705, 0.5217)  0.41
H (1.1695, 0.5415, 0.2686)  0.10
H (2.0564, 0.8278, 1.7717)  0.44
H (2.3540, -0.6405, 0.8479)  0.30
C (-3.3052, 3.1626, -0.6060)  -1.30
C (-1.9131, 2.6372, -0.9408)  -0.30
C (-0.8062, 3.2821, -0.1070)  0.31
C (-0.6438, 4.7911, -0.2925)  -0.90
C (-0.3744, 5.2407, -1.7280)  -0.44
C (0.9303, 4.6917, -2.2966)  -1.05
H (-3.3941, 4.2304, -0.8120)  0.30
H (-4.0590, 2.6486, -1.2054)  0.40
H (-3.5413, 2.9945, 0.4473)  0.29
H (-1.7160, 2.7730, -2.0079)  0.30
H (-1.8967, 1.5574, -0.7616)  0.27
H (0.1406, 2.7825, -0.3362)  -0.52
H (-0.9996, 3.0823, 0.9527)  0.41
H (0.1777, 5.1317, 0.3465)  0.39
H (-1.5390, 5.3022, 0.0742)  0.35
H (-0.3300, 6.3333, -1.7451)  0.37
H (-1.2066, 4.9587, -2.3794)  0.25
H (1.7814, 5.0013, -1.6858)  0.28
H (1.0901, 5.0660, -3.3094)  0.40
H (0.9228, 3.6011, -2.3472)  0.18

Cartesian forces, eV/Å:
-0.6769 -1.5291 -0.4941
2.7027 0.6768 1.9979
-1.8895 -0.1377 0.2206
-0.3367 0.5550 -3.2900
0.7202 -0.2367 2.1166
0.1498 -0.0538 -0.2541
-1.1804 0.7763 0.0115
0.5671 0.3421 -0.5328
-0.9019 -0.3448 -0.8218
0.7173 0.0258 1.0657
-1.4240 -0.5755 -0.3542
0.5009 -0.0670 0.4511
-0.3046 0.0713 -0.1793
0.4224 -0.2131 0.7422
-0.4615 0.2630 -0.4438
0.3302 0.1627 -0.0008
0.0666 -0.5656 -0.1586
-0.2765 0.4348 0.4119
0.2900 0.2717 -0.3882
0.3473 0.2223 -0.1298
-0.0123 0.1726 -0.3537
0.2656 0.1146 -0.2428
0.4235 -0.0435 0.1160
0.2712 -0.1501 0.4073
-0.2984 -0.1603 0.0809
0.0262 -0.0470 0.1412
0.0355 0.0053 -0.1347
-0.0874 -0.0765 0.0508
0.1014 0.0604 -0.0283
-0.1828 0.0449 -0.0644
0.1651 0.0581 0.0851
0.0099 -0.0070 -0.0343
0.0178 0.0376 -0.0513
-0.0092 0.0470 0.0039
-0.0397 -0.0036 -0.0109
-0.0320 0.0076 0.0487
-0.0037 0.0266 -0.0022
0.0185 0.0024 0.0169
0.0049 0.0110 0.0248
-0.0113 -0.0223 -0.0183
0.0616 0.0005 -0.0059
0.0080 -0.0061 -0.0348
0.0017 -0.0433 -0.0031
-0.0740 -0.0578 -0.0028
-0.0620 0.0118 0.0178
-0.0037 -0.0731 -0.1428
-0.0511 0.0188 0.1372
0.1177 -0.0970 -0.0369
-0.1209 0.0494 0.0069
0.1377 0.0143 0.0664
-0.0958 0.0316 -0.1168
-0.0098 -0.0083 0.0341
-0.0351 0.0373 0.0470
0.0027 0.0475 -0.0038
0.0353 0.0021 0.0158
0.0383 0.0056 -0.0421
0.0053 0.0286 0.0214
-0.0097 -0.0099 -0.0164
-0.0043 -0.0015 -0.0266
0.0090 -0.0190 0.0145
-0.0505 -0.0166 -0.0101
-0.0146 -0.0015 0.0330
-0.0023 -0.0497 0.0054
0.0576 -0.0324 0.0215
0.0338 0.0121 0.0167

Charge: 0
Spin multiplicity: 1
Structure (SMILES): CP(O)N(C(=O)ON=C=O)c1ccccc1.CCCCCC.CCCCCC



Record 2
Density functional theory data (the ωB97M-V functional and the def2-TZVPD basis) for a single C7H10 molecule.

Last column: Mulliken charge in e.
Atoms and positions in Å:
C (-2.4996, 0.4092, -0.1937)  -0.91
C (-1.2205, 0.8369, -0.2249)  -0.23
C (-0.2463, -0.1978, -0.3462)  0.41
C (-0.3116, -1.8464, -0.1115)  -0.80
C (0.4233, -0.8943, 0.8108)  -0.21
C (1.3234, -0.1954, -0.2052)  0.06
C (1.9906, 1.1335, 0.0260)  -1.36
H (-3.2539, 1.0535, 0.1523)  0.30
H (-2.7257, -0.5306, -0.6576)  0.33
H (-0.9299, 1.8405, 0.0173)  0.24
H (0.1944, -2.4309, -0.8798)  0.19
H (-1.1795, -2.2594, 0.2987)  0.39
H (0.1302, -0.5604, 1.8558)  0.28
H (1.9174, -0.8261, -0.7590)  0.38
H (2.2899, 1.3306, 0.9899)  0.34
H (1.2308, 1.9620, -0.1941)  0.26
H (2.8672, 1.1750, -0.5789)  0.36

Cartesian forces, eV/Å:
1.4365 0.9279 -0.7194
-1.7710 -1.3895 0.3961
3.1619 -3.6272 -0.4506
0.9888 3.7270 -0.0770
-0.0134 0.7576 0.1486
-2.9391 1.3308 2.0303
-2.4975 0.8165 -1.4480
-1.1010 0.6429 0.0783
-0.2790 -0.4402 0.3790
0.1228 0.3173 0.2453
0.1498 0.1580 0.3892
-1.3802 -0.4444 0.3360
0.7364 -0.8777 -1.4002
0.8330 -1.6096 -1.5608
0.6966 0.0923 2.4711
1.4195 -0.8564 -0.1183
0.4359 0.4747 -0.6996

Charge: 0
Spin multiplicity: 1
Structure (SMILES): C=C[C@]12C[C@H]1[C@@H]2C



Record 3
Density functional theory data (the ωB97M-V functional and the def2-TZVPD basis) for 2 unconnected molecules or ions with the total composition C2H9N3OS.

Last column: Mulliken charge in e.
Atoms and positions in Å:
C (-0.7568, 0.6306, 1.8365)  -0.77
C (-1.3292, -1.9496, -0.5160)  -0.23
N (-0.1112, 0.8101, 0.5767)  -0.42
N (1.3845, 0.2002, -1.4254)  -0.51
N (-0.9394, -1.9743, -1.6983)  -0.50
O (1.9456, 2.3277, -0.1736)  -0.57
S (1.3647, 0.6793, 0.1725)  0.45
H (-1.6766, 0.2950, 1.6052)  0.30
H (-0.6358, 1.5854, 2.4781)  0.25
H (-0.3166, -0.1719, 2.3922)  0.36
H (-0.6835, -2.3497, 0.2971)  0.21
H (-1.9761, -1.2799, -0.0747)  0.23
H (1.2460, 2.7683, 0.3947)  0.34
H (2.0381, 0.7351, -1.9960)  0.29
H (0.5769, 0.2793, -1.9919)  0.29
H (-0.1307, -2.5857, -1.8771)  0.27

Cartesian forces, eV/Å:
4.0482 1.9634 1.6246
3.6062 -0.8789 1.6161
1.2398 0.4178 -2.3759
1.1787 -0.0655 -0.4138
-0.4197 -0.1224 -1.7550
-1.8332 -0.7310 1.5796
-0.5117 1.0173 0.1271
-3.6294 -0.3096 -0.2487
-0.9331 -1.4983 -0.9115
0.5490 -0.5788 0.7285
-0.4393 -0.6825 -0.2962
-2.3323 1.4223 -0.0779
1.2014 -0.0689 -1.0607
0.5997 -0.0418 0.7482
-1.9016 -0.0962 0.2671
-0.4227 0.2531 0.4487

Charge: 0
Spin multiplicity: 1



Record 4
Density functional theory data (the ωB97M-V functional and the def2-TZVPD basis) for a molecular structure, C28H22BrIrN4O2S4Sb.

Last column: Mulliken charge in e.
Atoms and positions in Å:
Ir (-0.8378, -0.5824, -0.6266)  1.15
C (-0.9650, 7.5019, -2.5290)  -1.53
C (-1.4231, 6.0920, -2.2974)  0.82
C (-0.6811, 5.2310, -1.4844)  -1.13
C (-1.1135, 3.9426, -1.2255)  -0.17
C (-2.3085, 3.5068, -1.7842)  0.05
C (-3.0674, 4.3445, -2.5832)  -0.27
C (-2.6145, 5.6295, -2.8432)  -0.86
S (-2.9465, 1.9241, -1.3179)  1.25
O (-4.1693, 1.7174, -2.0374)  -0.70
O (-2.9769, 1.8835, 0.1173)  -0.70
N (-1.8281, 0.8099, -1.7905)  -0.14
C (-1.6496, 0.6554, -3.1682)  0.43
C (-2.2175, 1.3909, -4.1913)  -0.59
C (-1.9103, 1.1217, -5.5368)  -1.20
C (-1.0654, 0.1118, -5.8974)  -0.92
C (-0.4948, -0.6893, -4.8870)  1.01
C (0.3503, -1.7812, -5.1593)  -0.70
C (0.8369, -2.5340, -4.1278)  -1.05
C (0.4970, -2.1887, -2.8167)  0.62
N (-0.2774, -1.1595, -2.5203)  0.22
C (-0.7901, -0.4055, -3.5385)  0.22
H (0.1218, 7.5677, -2.5614)  0.38
H (-1.3073, 8.1493, -1.7195)  0.31
H (-1.3623, 7.9006, -3.4611)  0.38
H (0.2300, 5.5888, -1.0234)  0.53
H (-0.5476, 3.2893, -0.5732)  0.44
H (-4.0093, 3.9964, -2.9858)  0.58
H (-3.2054, 6.2841, -3.4714)  0.39
H (-2.9316, 2.1679, -3.9869)  0.39
H (-2.3757, 1.7351, -6.2962)  0.42
H (-0.8417, -0.0985, -6.9339)  0.42
H (0.5949, -2.0167, -6.1874)  0.46
H (1.4837, -3.3827, -4.2923)  0.48
H (0.8970, -2.7571, -1.9986)  0.03
Br (4.4768, -6.0146, -0.5238)  -0.14
C (3.0102, -4.8711, -0.2187)  0.07
C (3.2111, -3.5000, -0.1484)  -0.79
C (2.1316, -2.6569, 0.0535)  0.38
C (0.8600, -3.1992, 0.1994)  -0.79
C (0.6593, -4.5739, 0.1347)  -0.01
C (1.7407, -5.4133, -0.0774)  -0.82
N (-0.2282, -2.3006, 0.4230)  0.04
C (-1.0836, -2.5893, 1.3393)  -0.09
C (-1.8959, -1.5043, 1.8567)  0.21
C (-2.7101, -1.6412, 2.9611)  -0.79
C (-3.1332, -0.4850, 3.6118)  -0.43
C (-2.6510, 0.7315, 3.1761)  -0.77
C (-1.8605, 0.7915, 2.0319)  0.18
N (-1.5565, -0.2960, 1.3361)  -0.04
H (4.2052, -3.0903, -0.2560)  0.47
H (2.2660, -1.5845, 0.1017)  0.39
H (-0.3338, -4.9972, 0.2061)  0.56
H (1.5978, -6.4828, -0.1392)  0.44
H (-1.0598, -3.5329, 1.8751)  0.60
H (-2.9650, -2.6253, 3.3280)  0.46
H (-3.7843, -0.5484, 4.4725)  0.45
H (-2.8843, 1.6505, 3.6928)  0.43
H (-1.4716, 1.7267, 1.6626)  0.36
S (2.4014, 3.8097, 0.3622)  -0.46
Sb (2.7466, 3.3719, -1.7689)  0.64
S (0.9789, 0.7424, -0.2289)  -0.41
S (1.8413, 1.1359, -2.0669)  -0.16

Cartesian forces, eV/Å:
0.1568 0.2245 -0.2215
0.0160 0.0541 -0.0289
0.0229 -0.0520 0.0640
-0.0528 -0.0028 -0.0408
-0.0468 0.0369 -0.0180
-0.0031 -0.0572 0.1504
-0.0220 -0.0163 -0.0424
0.0009 -0.0225 -0.0245
-0.0893 0.1048 -0.0584
0.0422 -0.0234 -0.0031
-0.0941 -0.0171 -0.1003
-0.0874 -0.2060 0.2168
0.0838 0.0044 -0.2650
0.0639 -0.0425 0.0808
0.0372 -0.0492 -0.0473
-0.0356 0.0347 0.0296
-0.0162 0.0491 0.0115
0.0177 -0.0439 0.0185
-0.0159 0.0588 -0.0146
0.0420 0.0991 -0.0582
-0.0818 -0.0884 0.0422
-0.0336 0.1019 -0.0498
0.0128 -0.0066 0.0023
-0.0051 0.0009 0.0052
-0.0051 0.0017 -0.0022
0.0645 0.0058 0.0124
0.0921 -0.0399 0.0181
-0.0117 -0.0031 0.0075
-0.0055 0.0103 0.0015
0.0062 0.0253 0.0210
-0.0024 -0.0028 -0.0182
0.0047 0.0014 -0.0181
0.0102 -0.0012 -0.0067
0.0059 -0.0153 -0.0091
-0.0098 -0.0574 0.0581
-0.0234 0.0275 0.0114
-0.0041 -0.0435 0.0042
0.0184 0.0147 -0.0169
-0.0445 -0.0889 0.1017
0.0001 -0.1892 -0.0936
0.0681 0.0660 -0.0897
0.0380 -0.0020 0.0054
-0.1939 0.0962 0.1528
0.3369 0.0077 -0.0209
-0.1410 0.1140 0.1686
0.1030 0.0690 -0.0502
0.0210 0.0510 -0.0310
0.0195 -0.0353 0.0629
0.1394 0.1001 -0.0552
-0.1431 0.0049 -0.1191
0.0170 -0.0041 0.0008
-0.0078 0.0229 -0.0069
-0.0466 0.0262 0.0102
-0.0040 -0.0018 -0.0146
0.0391 -0.0372 -0.0328
-0.0088 -0.0152 -0.0028
0.0058 0.0087 0.0099
-0.0150 -0.0026 0.0146
-0.0516 -0.0566 0.0227
0.0135 -0.0258 -0.1493
-0.0588 0.0066 0.1611
0.0135 -0.1545 0.2340
-0.1520 -0.0248 0.0102

Charge: +1
Spin multiplicity: 1



Summary of LUMO level in eV
-0.385; 1.210; 0.817; -4.155
(order as listed above)
Summary of energy relative to the best compared isomer or geometry (same formula, charge and spin) in kcal per mole
0.0; 87.1; 37.0; 0.0
(order as listed above)